Entry 1:
# C45H55N5O15

10 unconnected molecules or ions with the total composition C45H55N5O15 (ωB97M-V/def2-TZVPD, the OMol25 dataset).

Geometry as XYZ:
```
120
Properties=species:S:1:pos:R:3:forces:R:3
O 3.061 -1.856 1.302 -0.653 1.202 0.456
N 2.823 -0.650 1.426 1.481 -0.188 -1.271
O 3.674 0.164 1.783 -1.345 -0.507 0.022
C 1.523 -0.156 0.910 -2.787 0.355 0.304
C 0.543 -1.096 0.510 -0.931 0.875 -0.345
C -0.798 -0.689 0.139 2.417 -0.265 0.615
C -1.140 0.657 0.116 0.699 -0.563 -0.251
C -0.183 1.590 0.513 1.022 -0.342 0.906
C 1.093 1.205 0.985 0.225 -0.984 -0.538
H 0.775 -2.149 0.439 0.161 0.011 0.211
H -1.492 -1.478 -0.111 -0.086 0.104 -0.149
H -2.101 0.941 -0.286 -0.111 0.225 0.262
H -0.411 2.643 0.591 -0.135 0.049 -0.216
H 1.772 1.954 1.364 0.059 0.032 -0.027
O -4.309 4.663 -2.785 -0.286 0.284 0.186
N -5.363 4.281 -2.321 -0.453 -0.872 0.372
O -6.050 3.387 -2.814 0.331 1.126 0.598
C -5.793 4.842 -0.986 -0.519 -0.209 1.460
C -7.002 4.452 -0.379 -0.451 -0.282 -1.639
C -7.384 4.852 0.885 1.108 0.916 -0.227
C -6.470 5.633 1.589 0.672 0.202 0.526
C -5.213 6.003 1.086 -1.723 -0.464 -1.057
C -4.930 5.634 -0.241 0.970 -0.033 -0.058
H -7.711 3.912 -0.988 0.058 -0.313 -0.041
H -8.376 4.686 1.279 0.066 -0.327 -0.055
H -6.700 5.980 2.586 -0.231 -0.025 0.129
H -4.606 6.662 1.688 0.362 -0.168 -0.244
H -3.991 5.898 -0.705 0.131 0.162 0.044
O 0.160 8.601 4.231 -1.750 -1.329 0.758
N -0.848 8.059 4.730 1.047 0.749 -1.103
O -1.248 6.924 4.495 0.559 1.180 0.196
C -1.609 8.891 5.684 0.724 0.591 0.426
C -2.640 8.336 6.373 -0.722 -1.022 0.354
C -3.224 9.013 7.428 -1.113 0.110 -0.056
C -2.838 10.292 7.787 0.456 0.260 0.064
C -1.793 10.866 7.105 1.016 -0.741 -1.545
C -1.193 10.161 6.035 0.308 1.120 0.376
H -2.948 7.347 6.066 -0.195 -0.089 0.255
H -4.095 8.607 7.921 0.079 -0.346 0.069
H -3.297 10.868 8.577 -0.244 -0.307 0.166
H -1.347 11.822 7.336 -0.338 0.150 0.154
H -0.403 10.676 5.509 0.174 -0.330 -0.113
O -6.682 -1.890 -2.663 -1.831 -0.287 0.608
N -7.856 -2.159 -2.366 0.527 0.752 0.382
O -8.560 -1.532 -1.570 1.077 -0.476 -0.846
C -8.484 -3.319 -3.015 0.600 -0.407 -0.184
C -7.694 -4.109 -3.866 -1.303 0.864 -0.285
C -8.335 -5.124 -4.573 1.028 0.694 -0.122
C -9.674 -5.351 -4.394 -0.773 -0.888 0.105
C -10.406 -4.605 -3.494 -0.221 -0.625 0.154
C -9.833 -3.589 -2.789 0.278 0.821 -0.052
H -6.713 -3.802 -4.197 0.182 -0.042 0.602
H -7.711 -5.584 -5.325 -0.334 -0.547 -0.053
H -10.221 -6.142 -4.885 0.293 -0.121 -0.393
H -11.436 -4.842 -3.269 -0.136 -0.035 -0.325
H -10.522 -2.997 -2.205 0.644 0.292 0.416
O 0.761 -7.978 4.155 1.352 -0.119 -0.328
N 1.851 -7.612 3.696 -1.560 0.643 0.517
O 1.937 -6.775 2.817 0.657 -0.317 0.164
C 3.065 -8.165 4.300 1.181 -2.154 0.445
C 3.002 -9.489 4.808 0.352 0.865 0.004
C 4.150 -10.082 5.372 -0.172 0.550 -0.516
C 5.354 -9.406 5.370 -0.149 1.582 -0.035
C 5.426 -8.084 4.838 0.286 -2.045 0.500
C 4.313 -7.510 4.296 -1.270 0.974 -0.070
H 2.069 -10.032 4.795 -0.080 0.109 -0.053
H 4.155 -11.072 5.804 -0.447 -0.079 -0.061
H 6.199 -9.818 5.900 0.183 -0.135 -0.255
H 6.372 -7.564 4.818 -0.037 0.116 0.142
H 4.403 -6.473 4.011 -0.299 0.015 -0.471
C 5.039 6.241 1.793 -0.375 -0.429 -0.464
C 5.229 6.063 0.329 -0.535 -2.057 -3.611
C 6.362 6.847 -0.391 -1.125 0.172 1.050
O 4.554 5.229 -0.332 1.636 2.408 2.046
H 5.188 7.262 2.147 0.026 -0.176 0.020
H 5.771 5.550 2.210 0.058 0.139 0.484
H 4.039 5.848 1.976 0.083 0.207 0.461
H 6.358 6.760 -1.477 -0.039 -0.373 0.257
H 7.326 6.612 0.061 0.053 -0.167 -0.144
H 6.165 7.885 -0.125 0.179 0.285 -0.126
C 2.860 -3.966 -3.611 -0.158 0.058 0.771
C 3.884 -5.041 -3.801 1.410 1.127 -0.596
C 3.888 -6.215 -2.825 0.998 -0.019 -0.625
O 4.713 -4.901 -4.693 -0.731 -0.902 0.990
H 3.153 -2.963 -3.920 0.208 -0.388 -0.640
H 2.666 -3.849 -2.545 -0.580 -0.313 0.016
H 2.000 -4.339 -4.168 -0.447 0.399 0.229
H 4.938 -6.479 -2.698 0.112 -0.016 0.008
H 3.466 -7.087 -3.326 -0.392 0.003 0.220
H 3.487 -6.031 -1.829 -0.414 0.068 -0.351
C -1.679 -7.971 -5.490 0.457 0.144 0.749
C -2.347 -6.779 -4.789 -0.135 0.600 -1.061
C -2.148 -6.491 -3.290 0.222 -0.437 -0.853
O -3.023 -6.041 -5.477 0.003 -0.048 0.548
H -2.061 -8.894 -5.054 -0.053 -0.140 -0.133
H -0.602 -7.982 -5.324 0.123 0.076 0.413
H -1.767 -7.960 -6.577 -0.626 0.187 0.217
H -3.112 -6.458 -2.782 0.017 -0.445 -0.010
H -1.746 -5.490 -3.137 0.216 -0.029 -0.318
H -1.454 -7.235 -2.899 -0.241 0.098 0.455
C 8.694 -4.975 0.183 -0.418 -0.693 -0.662
C 8.831 -4.990 -1.338 0.112 -1.087 -1.114
C 8.754 -3.638 -1.999 0.061 -0.062 -0.086
O 8.977 -6.013 -2.006 -0.196 1.319 1.367
H 8.200 -5.895 0.495 0.151 -0.082 0.005
H 8.067 -4.144 0.505 0.365 0.157 0.090
H 9.696 -4.963 0.612 -0.066 0.264 0.146
H 9.130 -3.642 -3.022 0.168 -0.160 0.180
H 9.273 -2.911 -1.375 -0.081 0.191 -0.140
H 7.701 -3.363 -2.071 -0.121 0.146 0.214
C 2.091 8.642 -3.024 -0.103 0.064 1.382
C 1.110 7.563 -2.572 0.428 0.315 -1.207
C 1.086 6.358 -3.531 -1.524 -0.319 1.381
O 0.393 7.710 -1.610 0.310 -0.444 -0.436
H 2.053 9.436 -2.277 -0.268 0.319 -0.292
H 1.855 8.995 -4.028 0.194 -0.065 0.057
H 3.112 8.274 -2.930 0.049 -0.281 -0.550
H 2.008 5.777 -3.526 0.089 0.357 -0.310
H 0.688 6.617 -4.512 0.712 0.340 -0.195
H 0.292 5.714 -3.151 0.112 -0.311 0.203
```
Forces are in eV/Å.

As for the total energy: -85703.14719 eV. The value obtained for the HOMO-LUMO gap is 8.69 eV. Its largest force on an atom is 0.0815 hartree/bohr. As for the SMILES: O=[N+]([O-])c1ccccc1.O=[N+]([O-])c1ccccc1.O=[N+]([O-])c1ccccc1.O=[N+]([O-])c1ccccc1.O=[N+]([O-])c1ccccc1.CC(C)=O.CC(C)=O.CC(C)=O.CC(C)=O.CC(C)=O. The calculation puts the energy relative to the best compared isomer or geometry (same formula, charge and spin) at 1439.93 kJ/mol. The calculation puts the HOMO energy at -9.4 eV.

---

Entry 2:
# C45H56BBrN7O10

5 unconnected molecules or ions with the total composition C45H56BBrN7O10 (ωB97M-V/def2-TZVPD, the OMol25 dataset).

Geometry as XYZ:
```
120
Properties=species:S:1:pos:R:3:forces:R:3
C -1.762 0.146 3.087 -0.250 0.048 -0.580
C -2.828 -0.793 2.474 0.019 0.751 0.811
N -2.677 -2.220 2.720 0.385 -0.038 0.258
C -1.450 -2.831 2.319 -0.919 -0.121 -1.573
C -1.754 -3.904 1.235 -0.467 -0.077 0.461
C -2.607 -3.394 0.077 0.539 -0.113 -0.739
C -1.829 -2.748 -1.084 -0.272 0.486 -0.284
C -1.867 -1.213 -1.110 -0.488 -0.522 0.011
C -1.421 -0.603 -2.451 -0.127 0.449 0.035
N -0.134 0.109 -2.413 -0.994 -0.440 0.431
C -0.102 1.186 -1.523 0.976 -0.338 0.869
N 0.933 1.507 -0.841 -0.221 0.013 -0.234
N -1.292 1.937 -1.369 0.123 0.288 -0.183
O -0.629 -4.575 0.710 -0.099 0.405 0.446
C 0.625 -4.401 1.360 0.857 -0.390 -0.185
B 1.478 -3.322 0.494 0.216 0.019 -0.607
O 1.341 -1.972 0.800 -0.778 -0.541 0.376
N 2.348 -3.751 -0.579 -0.696 0.915 0.137
C 3.524 -2.884 -0.765 -0.043 -0.736 0.418
C 1.655 -4.022 -1.846 0.826 -1.004 -0.008
C 1.394 -5.739 1.269 -1.406 1.243 -0.024
C 2.662 -5.780 1.785 0.756 0.376 0.669
C 3.353 -6.947 1.706 1.082 -0.708 0.307
C 2.768 -8.023 1.086 0.504 -0.465 -0.065
C 1.518 -7.862 0.586 -1.130 -0.692 -0.705
N 0.797 -6.745 0.675 0.073 -0.226 -0.118
C 0.614 -3.971 2.862 -0.037 -0.524 -0.560
N -0.735 -3.591 3.403 0.671 0.281 -0.233
C -0.733 -2.926 4.750 -0.526 -0.583 1.289
Br 0.941 -3.078 5.731 -0.038 0.172 -0.276
C -1.844 -3.531 5.656 -0.142 1.264 0.173
C -2.651 -2.381 6.294 -0.189 -0.068 -0.500
H -2.077 0.582 4.031 0.090 -0.236 0.227
H -1.625 0.985 2.404 0.119 0.100 0.044
H -0.786 -0.329 3.179 0.072 0.029 0.083
H -3.787 -0.506 2.899 -0.155 -0.099 -0.091
H -2.910 -0.565 1.414 0.059 -0.446 -0.199
H -3.061 -2.534 3.595 -0.087 0.010 -0.070
H -0.784 -2.093 1.866 0.315 0.015 0.476
H -2.365 -4.661 1.762 -0.048 0.058 0.060
H -3.401 -2.718 0.385 0.010 -0.053 0.362
H -3.107 -4.268 -0.335 -0.019 -0.129 0.085
H -0.800 -3.091 -1.173 -0.012 -0.201 0.171
H -2.325 -3.065 -2.002 0.074 -0.104 -0.092
H -1.321 -0.816 -0.247 0.158 0.232 -0.149
H -2.916 -0.936 -0.967 -0.007 0.120 0.152
H -1.404 -1.357 -3.236 0.247 -0.118 0.025
H -2.173 0.117 -2.758 0.052 0.117 -0.084
H 0.587 -0.557 -2.170 0.345 0.183 -0.288
H 1.716 0.890 -1.056 0.109 0.158 -0.095
H -1.797 1.629 -0.544 -0.109 -0.269 -0.152
H -0.978 2.876 -1.134 -0.183 0.128 -0.201
H 1.180 -1.489 -0.020 0.581 0.417 0.113
H 4.003 -2.778 0.209 -0.020 0.356 0.019
H 3.255 -1.903 -1.171 0.240 0.061 -0.137
H 4.252 -3.397 -1.397 -0.394 0.369 -0.042
H 1.570 -3.120 -2.465 -0.279 0.049 0.100
H 2.255 -4.735 -2.417 0.003 0.084 -0.178
H 0.700 -4.513 -1.677 -0.148 0.175 0.027
H 3.129 -4.931 2.268 -0.102 0.202 -0.069
H 4.348 -7.077 2.110 0.077 0.303 0.093
H 3.261 -8.973 0.961 0.167 -0.044 0.098
H 1.063 -8.703 0.075 -0.228 0.102 -0.020
H 0.956 -4.809 3.457 0.139 0.106 0.246
H 1.285 -3.126 2.963 -0.143 0.190 0.380
H -1.254 -4.466 3.514 -0.007 0.010 0.005
H -0.942 -1.869 4.678 0.305 0.117 -0.664
H -1.387 -4.074 6.473 -0.050 -0.578 -0.257
H -2.551 -4.128 5.077 0.216 -0.410 0.075
H -3.208 -2.719 7.162 0.091 0.011 0.127
H -3.387 -1.997 5.585 -0.048 0.077 0.015
H -2.012 -1.539 6.552 0.092 -0.060 0.313
C -2.965 6.246 -4.015 -0.012 0.110 -0.008
C -3.983 6.267 -4.871 0.043 -0.034 0.044
C -4.735 5.032 -5.204 -0.034 0.038 -0.048
O -5.661 5.047 -5.985 0.001 -0.020 0.014
C -4.309 3.772 -4.541 0.048 0.004 0.052
C -3.292 3.752 -3.683 -0.069 -0.107 -0.033
C -2.542 4.989 -3.354 0.031 0.034 0.011
O -1.616 4.972 -2.569 0.006 -0.039 0.091
H -2.400 7.135 -3.760 0.068 -0.044 -0.003
H -4.309 7.175 -5.363 -0.026 -0.021 -0.022
H -4.871 2.882 -4.796 -0.027 0.026 -0.035
H -2.964 2.846 -3.187 0.069 0.041 0.026
C -2.257 9.844 -0.106 0.010 0.024 -0.010
C -1.683 9.085 -1.034 -0.027 0.120 -0.123
C -1.375 9.623 -2.381 0.023 -0.016 0.104
O -0.850 8.920 -3.220 -0.052 0.058 -0.136
C -1.729 11.037 -2.658 0.002 0.048 -0.020
C -2.304 11.796 -1.729 0.020 -0.024 -0.049
C -2.612 11.259 -0.378 -0.015 0.005 0.032
O -3.134 11.951 0.469 0.010 0.006 -0.010
H -2.492 9.468 0.882 -0.027 -0.008 -0.004
H -1.419 8.054 -0.858 -0.003 -0.046 -0.058
H -1.494 11.408 -3.648 0.013 -0.027 -0.005
H -2.571 12.829 -1.908 -0.015 0.002 0.040
C 6.759 -4.210 -4.791 0.031 0.002 -0.037
C 7.520 -5.181 -5.289 -0.029 0.060 0.009
C 7.519 -6.542 -4.696 0.038 -0.017 -0.039
O 8.211 -7.426 -5.145 -0.007 -0.009 0.010
C 6.634 -6.778 -3.525 -0.054 0.005 0.061
C 5.874 -5.806 -3.029 0.001 -0.027 0.009
C 5.877 -4.448 -3.624 0.005 0.045 -0.032
O 5.179 -3.561 -3.169 0.214 -0.155 -0.336
H 6.745 -3.211 -5.208 -0.025 0.010 0.026
H 8.170 -5.028 -6.141 0.013 -0.040 0.003
H 6.646 -7.776 -3.107 0.033 -0.013 -0.033
H 5.222 -5.958 -2.176 -0.008 0.027 -0.006
C 1.444 5.548 2.548 -0.026 -0.027 -0.036
C 0.473 5.703 1.652 0.018 -0.055 -0.005
C -0.516 6.801 1.773 0.023 -0.049 -0.032
O -1.402 6.936 0.954 -0.009 -0.103 0.254
C -0.382 7.724 2.927 0.002 0.016 0.024
C 0.589 7.570 3.823 -0.049 0.031 -0.023
C 1.580 6.469 3.704 0.037 0.009 0.011
O 2.464 6.328 4.519 -0.015 -0.017 0.016
H 2.175 4.753 2.478 0.023 0.019 0.019
H 0.358 5.043 0.801 -0.008 0.034 -0.024
H -1.113 8.519 2.996 -0.008 -0.006 -0.017
H 0.704 8.230 4.673 0.036 -0.017 0.008
```
Forces are in eV/Å.

As for the total energy: -149187.29438 eV. The value obtained for the HOMO-LUMO gap is 8.01 eV. Its largest force on an atom is 0.0365 hartree/bohr. As for the charge: +1. The calculation puts the HOMO energy at -11.2 eV.

---

- Look up the HOMO energy of the first one.
  -9.4 eV

---

- Among the records above, which one has the highest HOMO energy?
  C45H55N5O15